15
Properties=species:S:1:pos:R:3 method="wB97M-V/def2-TZVPD" total_charge=+3 s2=16.73 spin_multiplicity=8 lumo_ev="-13.5 / -14.4"
Gd 0.580 0.796 -1.067
O -1.408 0.189 -1.699
O 0.685 -1.205 0.524
C -1.668 0.364 -0.401
C -0.825 1.345 0.538
C 0.752 0.353 2.166
C 1.160 -0.985 1.712
Li -0.107 -2.682 2.699
H 2.122 -1.366 2.050
H -2.720 0.188 -0.182
H -1.716 1.265 1.050
H 1.494 0.929 2.701
H -0.732 2.052 1.396
H -0.917 0.052 -2.495
H -0.257 0.333 2.547